{"formula": "C15H10Cl4N2O5Re", "method": "ωB97M-V with the def2-TZVPD basis set", "multiplicity": 2, "lumo_energy_ev": [-9.4, -9.4], "energy_ev": -81137.031, "e_above_lowest_kj_mol": 0.0, "charge": 2, "species": ["Re", "Cl", "C", "C", "Cl", "C", "Cl", "C", "O", "C", "O", "C", "Cl", "N", "C", "C", "C", "C", "C", "C", "C", "C", "N", "C", "H", "H", "H", "H", "H", "H", "H", "H", "O", "H", "H", "O", "O"], "positions_angstrom": [[-0.21, -1.05, -0.11], [-5.86, -2.26, 3.51], [-4.44, -1.59, 2.89], [-3.79, -0.51, 3.62], [-4.49, 0.07, 5.04], [-2.61, 0.05, 3.17], [-1.83, 1.32, 4.00], [-2.03, -0.44, 1.99], [-0.95, 0.03, 1.49], [-2.69, -1.50, 1.23], [-2.15, -1.84, 0.15], [-3.92, -2.06, 1.71], [-4.67, -3.29, 0.82], [-0.65, 0.79, -1.16], [0.59, 1.46, -1.57], [0.62, 2.56, -2.37], [1.85, 3.16, -2.69], [3.02, 2.66, -2.19], [3.01, 1.52, -1.35], [4.17, 0.95, -0.78], [4.06, -0.13, 0.05], [2.79, -0.68, 0.30], [1.69, -0.20, -0.25], [1.78, 0.92, -1.05], [-1.24, 0.64, -1.98], [-1.18, 1.42, -0.56], [-0.30, 2.99, -2.77], [1.87, 4.03, -3.33], [3.97, 3.13, -2.43], [5.14, 1.38, -1.00], [4.92, -0.58, 0.52], [2.68, -1.53, 0.96], [-0.10, -1.74, -2.26], [-0.63, -2.55, -2.34], [0.76, -1.92, -2.67], [0.35, -2.31, 1.32], [0.44, -2.89, 0.10]]}